161
Properties=species:S:1:pos:R:3 method="wB97M-V/def2-TZVPD" e_tot_ha=-4893.71115 relative_energy_ev=0.0000 total_charge=+1 multiplicity=1 homo_energy_ev=-10.7 max_force_ev_per_a=3.95 homo_lumo_gap_ha=0.265 lumo_energy_ev=-3.5
C 0.973 2.158 0.712
C 1.894 1.100 1.325
C 1.571 -0.365 0.958
C 0.215 -0.588 0.341
O -0.133 -1.973 0.606
N -1.458 -2.223 0.413
C -1.809 -2.835 -0.878
O -0.836 -3.738 -1.227
C -0.395 -3.675 -2.591
C 1.034 -3.113 -2.673
C -2.339 -1.969 1.338
N -1.897 -1.472 2.528
C -1.170 -2.439 3.375
C -3.052 -0.778 3.150
C -2.946 0.757 2.998
C -3.799 1.455 1.924
C -2.990 1.827 0.706
O -2.806 0.715 -0.167
C -4.180 -1.580 2.540
N -4.356 -2.754 3.480
N -3.680 -2.210 1.280
C -4.450 -1.682 0.113
C -5.554 -2.687 -0.215
C -6.411 -2.286 -1.426
N -6.698 -0.861 -1.586
H 0.147 2.338 1.390
H 0.611 1.912 -0.278
H 1.504 3.098 0.674
H 1.922 1.211 2.397
H 2.896 1.300 0.968
H 2.347 -0.813 0.356
H 1.576 -0.937 1.882
H -0.560 0.054 0.730
H 0.283 -0.434 -0.733
H -2.753 -3.352 -0.714
H -1.992 -2.063 -1.623
H -1.097 -3.158 -3.236
H -0.369 -4.699 -2.935
H 1.701 -3.886 -3.016
H 1.333 -2.759 -1.698
H 1.074 -2.335 -3.427
H -0.944 -1.958 4.316
H -0.241 -2.723 2.902
H -1.764 -3.333 3.528
H -2.924 -0.948 4.209
H -1.913 0.960 2.738
H -3.087 1.229 3.958
H -4.709 0.934 1.663
H -4.112 2.408 2.335
H -2.032 2.256 0.988
H -3.546 2.590 0.169
H -2.890 1.022 -1.081
H -5.173 -1.161 2.505
H -4.351 -2.409 4.435
H -5.307 -3.082 3.334
H -4.924 -0.740 0.319
H -3.853 -1.548 -0.773
H -5.065 -3.642 -0.398
H -6.156 -2.826 0.679
H -7.355 -2.809 -1.334
H -5.943 -2.691 -2.312
H -5.873 -0.410 -1.964
H -6.913 -0.433 -0.694
C -5.137 0.250 6.334
C -4.639 -0.733 7.090
C -4.736 -0.713 8.584
O -4.272 -1.655 9.196
C -5.375 0.432 9.215
C -5.873 1.421 8.459
C -5.795 1.386 6.961
O -6.282 2.307 6.332
O -6.465 2.490 8.976
O -4.026 -1.795 6.570
H -5.077 0.241 5.254
H -5.427 0.445 10.295
H -6.735 3.048 8.221
H -3.761 -2.352 7.330
C -2.309 4.524 -2.935
C -1.487 5.530 -3.264
C -0.156 5.286 -3.915
O 0.528 6.247 -4.200
C 0.245 3.906 -4.163
C -0.578 2.907 -3.832
C -1.916 3.157 -3.205
O -2.619 2.189 -2.941
O -0.272 1.624 -4.032
O -1.792 6.797 -3.039
H -3.271 4.689 -2.471
H 1.211 3.737 -4.618
H -1.041 1.114 -3.715
H -1.035 7.325 -3.367
C 7.110 1.690 0.226
C 8.190 1.120 -0.324
C 8.143 0.489 -1.686
O 9.161 0.003 -2.139
C 6.874 0.485 -2.399
C 5.797 1.050 -1.846
C 5.851 1.702 -0.497
O 4.829 2.211 -0.065
O 4.605 1.079 -2.444
O 9.365 1.073 0.287
H 7.132 2.149 1.204
H 6.852 0.012 -3.372
H 4.013 1.554 -1.829
H 9.972 0.614 -0.327
C -2.602 9.769 -6.794
C -2.762 8.609 -6.147
C -2.160 7.330 -6.655
O -2.333 6.311 -6.005
C -1.405 7.368 -7.894
C -1.246 8.528 -8.545
C -1.827 9.813 -8.027
O -1.628 10.829 -8.660
O -0.571 8.625 -9.680
O -3.457 8.509 -5.016
H -3.029 10.695 -6.437
H -0.990 6.438 -8.257
H -0.604 9.568 -9.938
H -3.413 7.570 -4.748
C 9.842 -2.905 -0.519
C 10.608 -3.980 -0.287
C 10.125 -5.132 0.548
O 10.866 -6.081 0.701
C 8.792 -5.047 1.132
C 8.031 -3.972 0.901
C 8.507 -2.834 0.048
O 7.748 -1.896 -0.131
O 6.807 -3.832 1.406
O 11.833 -4.104 -0.774
H 10.176 -2.072 -1.122
H 8.459 -5.874 1.744
H 6.484 -2.968 1.083
H 12.165 -4.969 -0.461
C -9.751 -3.962 8.704
C -9.006 -2.925 8.303
C -7.696 -3.118 7.598
O -7.078 -2.125 7.244
C -7.224 -4.472 7.375
C -7.965 -5.513 7.778
C -9.291 -5.323 8.462
O -9.915 -6.313 8.783
O -7.589 -6.769 7.605
O -9.371 -1.661 8.497
H -10.697 -3.834 9.210
H -6.270 -4.597 6.881
H -8.302 -7.323 7.983
H -8.662 -1.110 8.115
C 10.285 -0.774 -5.488
C 11.365 -1.344 -6.039
C 11.316 -1.975 -7.400
O 12.338 -2.459 -7.847
C 10.045 -1.980 -8.113
C 8.967 -1.412 -7.559
C 9.025 -0.759 -6.210
O 8.011 -0.241 -5.773
O 7.780 -1.382 -8.157
O 12.542 -1.391 -5.429
H 10.304 -0.314 -4.509
H 10.016 -2.451 -9.086
H 7.182 -0.910 -7.545
H 13.148 -1.852 -6.044

=====

50
Properties=species:S:1:pos:R:3 method="wB97M-V/def2-TZVPD" e_tot_ha=-2177.29388 total_charge=+1 multiplicity=1 homo_energy_ev=-11.1 max_force_ev_per_a=0.33 homo_lumo_gap_ha=0.314 lumo_energy_ev=-2.6
O 2.712 3.142 3.856
P 2.880 3.079 2.423
O 1.801 2.149 1.731
C 1.794 1.628 0.399
C 0.340 1.592 -0.085
C -0.226 0.195 -0.286
F -1.540 0.142 0.206
O 2.784 4.495 1.656
P 1.520 5.179 0.887
S -0.188 5.216 1.722
O 4.327 2.572 1.985
C 4.973 2.767 0.771
C 5.228 1.686 -0.045
C 5.920 1.912 -1.223
C 6.327 3.199 -1.519
N 6.110 4.230 -0.707
C 5.456 4.019 0.428
H 2.418 2.227 -0.265
H 2.234 0.628 0.434
H -0.266 2.092 0.672
H 0.243 2.179 -1.000
H -0.273 -0.091 -1.338
H 0.353 -0.545 0.272
H 2.117 6.411 0.620
H 1.582 4.523 -0.348
H 4.899 0.697 0.250
H 6.156 1.101 -1.900
H 6.863 3.406 -2.439
H 5.310 4.858 1.099
C -2.520 -2.979 -0.939
N -3.626 -3.266 0.034
C -3.690 -2.125 1.001
C -3.321 -4.520 0.779
C -4.976 -3.353 -0.640
C -5.196 -4.504 -1.592
O -4.287 -4.400 -2.670
H -1.648 -2.675 -0.364
H -2.307 -3.870 -1.516
H -2.832 -2.172 -1.595
H -2.734 -2.044 1.511
H -4.484 -2.312 1.719
H -3.884 -1.210 0.449
H -3.212 -5.339 0.074
H -4.130 -4.725 1.476
H -2.390 -4.380 1.322
H -5.116 -2.403 -1.154
H -5.708 -3.428 0.165
H -6.231 -4.408 -1.935
H -5.108 -5.468 -1.082
H -4.456 -5.109 -3.300

=====

79
Properties=species:S:1:pos:R:3 method="wB97M-V/def2-TZVPD" e_tot_ha=-1915.50866 relative_energy_ev=0.0000 total_charge=+1 multiplicity=1 homo_energy_ev=-11.1 max_force_ev_per_a=1.30 homo_lumo_gap_ha=0.289 lumo_energy_ev=-3.3
C -0.016 3.444 4.489
C -0.322 2.318 3.536
C 0.254 1.059 3.681
C 0.002 0.038 2.767
C -0.859 0.192 1.671
C -1.027 -0.978 0.697
C -0.618 -2.324 1.313
C -2.432 -1.179 0.113
C -1.461 1.453 1.557
O -2.345 1.689 0.510
C -3.465 2.499 0.796
C -4.277 2.116 2.029
C -4.465 0.622 2.171
N -5.436 0.287 3.297
C -5.875 1.489 4.074
C -6.376 2.604 3.152
N -5.589 2.765 1.930
C -1.178 2.488 2.449
H 0.673 4.169 4.071
H -0.956 3.916 4.772
H 0.384 3.016 5.405
H 0.913 0.901 4.526
H 0.525 -0.888 2.939
H -0.337 -0.815 -0.134
H 0.434 -2.287 1.578
H -1.185 -2.451 2.238
H -0.818 -3.134 0.621
H -2.829 -0.334 -0.438
H -2.363 -1.997 -0.603
H -3.105 -1.542 0.889
H -4.117 2.407 -0.075
H -3.224 3.559 0.858
H -3.794 2.560 2.899
H -3.512 0.182 2.457
H -4.787 0.161 1.243
H -6.248 -0.198 2.917
H -4.980 -0.352 3.944
H -6.652 1.226 4.785
H -5.022 1.805 4.668
H -6.397 3.526 3.729
H -7.391 2.356 2.846
H -6.066 2.368 1.130
H -1.632 3.460 2.306
C 3.114 -2.001 4.598
C 3.456 -2.148 5.875
C 3.549 -3.495 6.497
O 3.857 -3.628 7.660
C 3.248 -4.668 5.637
C 2.906 -4.519 4.360
C 2.812 -3.175 3.741
O 2.500 -3.037 2.576
H 3.042 -1.030 4.124
H 3.682 -1.307 6.517
H 3.322 -5.639 6.110
H 2.682 -5.360 3.717
C 2.105 -0.933 -5.251
C 1.279 -1.682 -4.521
C 0.477 -1.100 -3.421
O -0.275 -1.782 -2.753
C 0.623 0.355 -3.157
C 1.445 1.107 -3.882
C 2.248 0.519 -4.984
O 2.999 1.209 -5.644
H 2.705 -1.334 -6.070
H 1.155 -2.743 -4.695
H 0.026 0.760 -2.349
H 1.569 2.168 -3.708
C 6.026 -0.543 -10.276
C 5.202 -1.289 -9.546
C 4.402 -0.696 -8.448
O 3.649 -1.382 -7.781
C 4.547 0.756 -8.186
C 5.373 1.501 -8.919
C 6.176 0.914 -10.020
O 6.926 1.591 -10.688
H 6.620 -0.952 -11.082
H 5.075 -2.351 -9.715
H 3.948 1.160 -7.370
H 5.499 2.563 -8.749

=====

117
Properties=species:S:1:pos:R:3 method="wB97M-V/def2-TZVPD" e_tot_ha=-2970.47473 multiplicity=1 homo_energy_ev=-8.3 max_force_ev_per_a=3.82 homo_lumo_gap_ha=0.322 lumo_energy_ev=0.4 smiles="ICCCPCCCCn1cccc1.CCOC(C)=O.CCOC(C)=O.CCOC(C)=O.CCOC(C)=O.CCOC(C)=O.CCOC(C)=O"
I 5.616 0.886 0.149
C 4.844 1.167 -1.831
C 3.391 0.769 -1.949
C 2.418 1.768 -1.334
P 0.715 1.337 -1.925
C 0.505 -0.418 -1.372
C -0.952 -0.922 -1.290
C -2.005 -0.116 -2.047
C -3.412 -0.625 -1.629
N -4.292 0.570 -1.687
C -4.302 1.524 -0.752
C -5.187 2.471 -1.217
C -5.696 2.018 -2.437
C -5.127 0.818 -2.717
H 4.988 2.212 -2.082
H 5.458 0.584 -2.508
H 3.242 -0.226 -1.537
H 3.172 0.708 -3.020
H 2.661 2.796 -1.581
H 2.422 1.633 -0.250
H -0.103 2.135 -1.087
H 1.128 -1.027 -2.018
H 0.929 -0.494 -0.368
H -0.958 -1.920 -1.733
H -1.234 -1.077 -0.252
H -1.912 -0.305 -3.113
H -1.992 0.943 -1.821
H -3.827 -1.340 -2.335
H -3.413 -1.084 -0.644
H -3.690 1.511 0.127
H -5.399 3.391 -0.704
H -6.402 2.555 -3.047
H -5.275 0.168 -3.555
C -7.818 -2.669 3.020
C -6.966 -1.464 3.364
O -5.580 -1.689 3.062
C -5.054 -1.452 1.859
C -5.963 -1.222 0.677
O -3.853 -1.493 1.726
H -7.798 -2.884 1.951
H -8.852 -2.498 3.317
H -7.447 -3.557 3.533
H -7.317 -0.554 2.892
H -7.000 -1.287 4.436
H -6.159 -2.176 0.188
H -5.449 -0.562 -0.011
H -6.905 -0.739 0.926
C 9.946 -1.905 -4.042
C 8.737 -1.002 -3.916
O 7.560 -1.735 -3.567
C 7.220 -2.023 -2.295
C 8.245 -1.838 -1.202
O 6.135 -2.483 -2.065
H 10.189 -2.384 -3.094
H 10.815 -1.335 -4.373
H 9.750 -2.697 -4.765
H 8.904 -0.181 -3.217
H 8.515 -0.548 -4.882
H 8.796 -2.769 -1.064
H 7.722 -1.597 -0.280
H 8.945 -1.026 -1.386
C 1.878 -3.011 1.153
C 1.367 -4.396 1.484
O 0.650 -4.411 2.720
C -0.666 -4.123 2.830
C -1.382 -3.470 1.670
O -1.215 -4.331 3.875
H 1.057 -2.308 1.007
H 2.481 -3.030 0.244
H 2.489 -2.625 1.970
H 0.767 -4.820 0.677
H 2.208 -5.072 1.633
H -1.331 -2.388 1.786
H -2.426 -3.771 1.702
H -0.993 -3.750 0.693
C 0.145 3.940 -7.391
C -0.029 3.338 -6.012
O 0.735 4.038 -5.029
C 0.296 5.127 -4.375
C -0.932 5.847 -4.884
O 0.928 5.540 -3.443
H -0.224 4.965 -7.432
H -0.394 3.351 -8.135
H 1.200 3.965 -7.661
H -1.077 3.275 -5.716
H 0.358 2.321 -6.003
H -0.621 6.622 -5.583
H -1.425 6.316 -4.036
H -1.662 5.198 -5.362
C -3.882 3.956 2.249
C -5.234 4.306 2.837
O -6.125 3.187 2.826
C -6.166 2.268 3.806
C -5.053 2.220 4.825
O -7.053 1.456 3.806
H -3.374 3.191 2.837
H -3.244 4.838 2.208
H -4.001 3.563 1.240
H -5.152 4.725 3.840
H -5.717 5.062 2.221
H -4.282 1.536 4.471
H -5.463 1.835 5.756
H -4.609 3.188 5.045
C 3.006 -3.324 5.448
C 3.780 -2.304 6.259
O 5.192 -2.537 6.201
C 5.979 -2.054 5.222
C 5.335 -1.485 3.979
O 7.170 -2.150 5.327
H 3.254 -3.266 4.388
H 1.933 -3.169 5.558
H 3.249 -4.333 5.782
H 3.545 -1.280 5.968
H 3.518 -2.397 7.312
H 5.217 -2.278 3.242
H 5.991 -0.718 3.573
H 4.373 -1.010 4.162

=====

27
Properties=species:S:1:pos:R:3 method="wB97M-V/def2-TZVPD" e_tot_ha=-777.37609 relative_energy_ev=9.6889 total_charge=+1 multiplicity=3 s2=2.00 homo_energy_ev="-11.0 / -11.2" max_force_ev_per_a=19.28 homo_lumo_gap_ha="0.267 / 0.275" lumo_energy_ev="-3.7 / -3.7"
Pd 20.701 -7.763 16.180
C 21.203 -8.771 18.453
O 20.548 -8.903 17.262
H 22.184 -8.301 18.193
H 21.276 -9.784 18.743
H 20.648 -8.159 19.077
O 19.512 -8.084 14.855
H 18.993 -8.924 14.949
H 19.714 -8.039 13.912
O 22.299 -7.424 15.630
H 22.648 -6.629 15.215
H 22.666 -8.180 15.087
O 19.781 -11.694 18.003
H 20.196 -10.845 18.012
H 20.083 -12.085 17.206
O 19.024 -6.143 19.426
H 19.204 -6.827 20.080
H 19.555 -5.387 19.697
O 18.023 -8.919 18.332
H 17.946 -8.698 19.268
H 18.958 -8.798 18.106
O 18.268 -10.383 15.788
H 18.811 -10.675 16.514
H 17.312 -10.212 16.099
O 20.158 -6.280 16.790
H 19.744 -6.122 17.636
H 19.602 -5.855 16.132

=====

14
Properties=species:S:1:pos:R:3 method="wB97M-V/def2-TZVPD" e_tot_ha=-357.92006 relative_energy_ev=3.5324 multiplicity=1 homo_energy_ev=-9.2 max_force_ev_per_a=7.91 homo_lumo_gap_ha=0.361 lumo_energy_ev=0.6 smiles="[H]/N=C/NC(=O)CN"
H -2.856 0.667 0.422
N -1.774 0.635 0.003
C -1.662 -0.703 -0.026
N -0.317 -1.176 -0.380
C 0.804 -0.738 0.272
O 1.693 -1.519 -0.064
C 1.074 0.729 0.620
N 1.097 1.410 -0.553
H -2.531 -1.390 0.151
H -0.074 -2.221 -0.250
H 2.174 0.677 0.703
H 0.549 1.275 1.456
H 1.719 0.935 -1.231
H 0.104 1.419 -1.123